DFT (the ωB97M-V functional and the def2-TZVPD basis) results for C5H11N3 in the gas phase.

Values from the calculation:
Max |F|: 0.72 eV Å⁻¹
E_HOMO: -7.39 eV
Energy above the lowest of the compared OMol25 structures with the same formula, charge and spin: 439.3 kJ/mol
DFT total energy: -9829.35329 eV
Kohn-Sham gap: 8.253 eV
LUMO level: 0.0317 Ha

Geometry as XYZ:
```
19
Properties=species:S:1:pos:R:3:forces:R:3
C 0.926041 0.692182 1.056724 -0.096 0.160 -0.266
C -0.760870 -0.444296 1.666285 -0.080 -0.085 -0.221
C -1.532504 0.081560 -1.425141 -0.024 -0.078 0.108
C 1.270404 2.075644 0.612170 -0.035 0.056 -0.005
N -0.159442 0.052917 0.558749 0.417 -0.317 0.498
N -0.325543 -0.393577 -0.766827 -0.136 0.283 0.050
C 0.226987 -1.614547 -1.090440 0.213 -0.065 0.092
N 0.989235 -2.259667 -0.304841 -0.161 0.098 -0.078
H 1.584590 0.147011 1.715897 -0.133 -0.073 -0.037
H 1.339644 -3.102638 -0.748961 -0.063 0.066 -0.038
H -0.886836 -1.514167 1.793102 -0.052 -0.027 -0.048
H -1.189793 0.242752 2.378212 0.054 0.085 -0.113
H -0.032742 -1.917491 -2.111077 -0.008 -0.002 0.104
H -2.438434 -0.275720 -0.922531 0.062 0.038 -0.040
H -1.542492 -0.268683 -2.457498 0.034 0.007 0.047
H -1.536856 1.172123 -1.423208 0.011 -0.074 -0.019
H 1.160453 2.162903 -0.474348 0.008 0.001 0.025
H 2.295122 2.333400 0.882197 -0.033 -0.029 -0.042
H 0.613037 2.830294 1.061537 0.021 -0.047 -0.018
```
Positions in Å, forces in eV/Å.

***

DFT (the ωB97M-V functional and the def2-TZVPD basis) results for 2 unconnected molecules or ions with the total composition CH5FSi in a non-equilibrium geometry.

Values from the calculation:
Max |F|: 2.85 eV Å⁻¹
E_HOMO (spin up / spin down): -7.39 / -9.33 eV
Energy above the lowest of the compared OMol25 structures with the same formula, charge and spin: 375.8 kJ/mol
DFT total energy: -11707.90416 eV
Kohn-Sham gap (spin up / spin down): 6.900 / 8.836 eV
LUMO level (spin up / spin down): -0.0180 / -0.0183 Ha

Geometry as XYZ:
```
8
Properties=species:S:1:pos:R:3:forces:R:3
C 0.785742 0.907314 -0.828282 2.177 0.523 -1.311
F 1.895533 0.006878 -1.073112 -1.948 1.515 0.815
Si -1.029450 -0.984015 0.983947 -2.663 -0.084 -1.013
H 1.076987 1.722761 -0.063175 -0.507 -1.651 -0.981
H 0.526321 1.332837 -1.860801 -0.116 -0.779 1.636
H -1.230014 -2.380320 0.592422 0.018 0.026 -0.084
H -2.240689 -0.094392 1.030377 0.617 -0.395 0.063
H 0.215570 -0.511062 1.218623 2.422 0.845 0.874
```
Positions in Å, forces in eV/Å.

***

DFT (the ωB97M-V functional and the def2-TZVPD basis) results for a molecular structure, C28H29ClFGeN2O11OsPS.

Values from the calculation:
Max |F|: 0.42 eV Å⁻¹
E_HOMO: -8.57 eV
Energy above the lowest of the compared OMol25 structures with the same formula, charge and spin: 140.4 kJ/mol
DFT total energy: -149349.08703 eV
Kohn-Sham gap: 7.584 eV
LUMO level: -0.0364 Ha

Geometry as XYZ:
```
76
Properties=species:S:1:pos:R:3:forces:R:3
Os -0.316215 -0.606056 -1.249339 -0.240 0.251 0.237
O 3.372757 -1.582622 -0.231482 0.001 -0.040 0.019
S 1.982402 -1.410313 -0.021676 0.023 -0.266 -0.217
O 1.441616 -0.033257 -0.217008 0.027 0.312 -0.071
O 1.072034 -2.159320 -0.969276 0.069 -0.077 0.157
C 1.575397 -1.930789 1.610665 0.019 0.000 -0.006
C 2.598797 -2.494943 2.357835 0.005 -0.007 0.019
C 2.322025 -2.989967 3.622104 0.012 0.010 -0.003
C 1.028559 -2.935417 4.116211 -0.017 0.001 -0.002
C 0.013968 -2.371814 3.356671 -0.005 0.008 0.014
C 0.269402 -1.839509 2.096768 -0.020 0.002 0.037
P -1.114335 -1.130408 1.124203 0.087 0.033 -0.113
C -2.309590 -2.496546 1.252568 -0.014 0.000 -0.033
C -1.930598 -3.717092 0.690827 0.006 0.003 0.008
C -2.799507 -4.792877 0.713059 -0.011 0.000 0.006
C -4.057669 -4.657549 1.287702 0.004 -0.006 0.002
C -4.435988 -3.448944 1.848808 0.000 0.007 0.003
C -3.563808 -2.367637 1.835200 -0.014 -0.016 0.013
C -1.794308 0.196720 2.158833 -0.029 -0.032 -0.019
C -1.229808 0.639580 3.352179 0.024 -0.003 0.006
C -1.782332 1.723677 4.019296 -0.010 0.005 0.002
C -2.897211 2.368650 3.503303 0.002 -0.005 0.009
C -3.456850 1.938623 2.308002 0.009 0.001 -0.015
C -2.903466 0.862544 1.633492 -0.003 0.038 0.012
H 3.595045 -2.542310 1.942313 -0.002 -0.005 -0.001
H 3.115254 -3.427482 4.212814 0.001 0.001 -0.002
H 0.803914 -3.336843 5.095599 -0.001 0.000 -0.001
H -0.998022 -2.350325 3.743286 0.002 0.008 0.001
H -0.956113 -3.823294 0.227061 0.004 0.006 -0.001
H -2.500119 -5.735121 0.273210 0.001 0.001 0.001
H -4.741269 -5.496394 1.296896 0.001 0.000 -0.002
H -5.413654 -3.341589 2.300194 0.000 0.000 0.000
H -3.868328 -1.428827 2.278746 -0.003 -0.018 -0.001
H -0.339763 0.170758 3.749746 -0.006 -0.009 -0.006
H -1.330897 2.069635 4.939934 0.000 0.001 -0.003
H -3.321525 3.216759 4.024707 0.001 0.000 0.000
H -4.307329 2.454916 1.883770 -0.004 0.000 0.004
H -3.320874 0.556478 0.680015 0.001 0.004 -0.004
O -2.869567 -1.673802 -3.724025 -0.042 0.024 -0.001
Cl -2.680060 -1.650111 -2.333290 0.097 0.082 -0.048
O -3.737492 -2.230651 -1.609978 0.003 -0.013 0.037
O -2.388045 -0.267441 -1.840126 0.031 -0.181 -0.176
O -1.362910 -2.291374 -1.984500 -0.096 -0.216 -0.025
C 0.764471 2.654280 -4.127688 -0.026 0.008 0.015
Ge 1.638175 0.924978 -3.824109 0.013 -0.024 0.023
C 2.348547 0.336848 -5.558620 0.008 0.009 0.010
C 3.168961 1.109542 -2.614323 0.019 0.008 -0.025
C 0.398377 -0.471948 -3.225967 0.010 -0.046 0.035
H 1.507079 3.451933 -4.189026 0.000 0.001 -0.005
H 0.048974 2.889386 -3.341046 0.008 -0.015 -0.023
H 0.221474 2.623094 -5.073714 0.000 0.010 0.000
H 3.034482 1.082705 -5.963899 -0.001 -0.003 -0.001
H 1.540948 0.189758 -6.277131 -0.004 -0.002 0.005
H 2.889806 -0.604624 -5.454613 -0.002 0.000 0.002
H 3.863188 1.866741 -2.985492 -0.017 -0.020 -0.023
H 3.702677 0.160010 -2.545060 0.013 0.005 0.007
H 2.852471 1.386340 -1.612229 -0.008 -0.038 -0.021
H 0.876009 -1.435270 -3.439772 0.005 0.008 -0.015
H -0.480774 -0.420104 -3.879638 0.016 0.038 -0.031
F 2.977182 4.942150 -2.205797 0.000 0.005 0.000
C 2.775379 4.131792 -1.165226 0.001 -0.002 0.022
C 1.549038 3.750233 -0.809806 0.007 0.021 -0.033
N 1.328484 2.888228 0.246356 0.019 0.036 0.079
C -0.027498 2.541518 0.634504 0.011 -0.029 0.008
C -0.912863 2.187321 -0.550791 -0.003 -0.005 -0.141
O -1.965398 2.735675 -0.731534 -0.048 -0.012 0.053
O -0.413859 1.308847 -1.433926 0.076 0.112 0.279
C 2.364131 2.428475 1.036791 0.002 -0.030 -0.039
O 2.203555 1.739811 2.024968 -0.035 -0.013 -0.017
N 3.616287 2.817158 0.609495 0.009 0.033 0.012
C 3.956555 3.650706 -0.456248 -0.016 0.014 -0.008
O 5.103764 3.915983 -0.717378 0.007 0.000 0.003
H 0.676688 4.085800 -1.354922 0.007 0.004 0.012
H -0.511224 3.353226 1.179191 0.015 0.011 -0.019
H 0.053519 1.684834 1.298496 0.001 0.013 -0.007
H 4.387878 2.456857 1.152839 -0.001 0.002 0.003
```
Positions in Å, forces in eV/Å.

***

DFT (the ωB97M-V functional and the def2-TZVPD basis) results for a molecular structure, C43H44BrFN9O5S2SnTe in a non-equilibrium geometry.

Values from the calculation:
Max |F|: 1.17 eV Å⁻¹
Charge: -1
E_HOMO: -3.78 eV
Energy above the lowest of the compared OMol25 structures with the same formula, charge and spin: 57.5 kJ/mol
DFT total energy: -176510.96279 eV
Kohn-Sham gap: 4.857 eV
LUMO level: 0.0397 Ha

Geometry as XYZ:
```
107
Properties=species:S:1:pos:R:3:forces:R:3
Sn -0.506950 -0.598986 0.509505 0.005 -0.286 0.028
C 0.581187 0.363659 4.422613 0.011 0.020 -0.052
O 0.817801 1.194469 3.293080 0.083 -0.079 0.065
C 0.078934 2.323444 3.188154 -0.028 0.086 -0.130
C -0.568399 2.945212 4.238227 -0.038 0.054 0.004
C -1.344031 4.073135 3.981050 0.012 -0.032 0.025
Br -2.203633 4.932807 5.441520 0.001 0.000 0.001
C -1.534206 4.548957 2.707468 0.006 -0.004 -0.042
C -0.895686 3.904298 1.644133 -0.030 0.032 0.040
C -0.039363 2.842921 1.888101 -0.028 0.013 0.064
O 0.667377 2.203813 0.922119 0.105 -0.062 0.131
C -1.244876 4.240824 0.253822 -0.109 -0.050 -0.126
N -1.314280 5.428032 -0.281472 0.033 0.016 -0.046
C -1.720350 5.199076 -1.591043 -0.005 0.024 0.018
C -1.955637 6.103289 -2.625829 -0.003 0.018 -0.005
C -2.363030 5.598084 -3.845316 0.008 0.005 -0.003
C -2.534672 4.218704 -4.048084 0.015 0.002 0.027
C -2.300255 3.305011 -3.038809 -0.025 -0.011 -0.070
C -1.891071 3.825763 -1.816646 0.018 -0.024 0.097
N -1.566797 3.226940 -0.619046 0.096 0.172 0.027
H 1.009728 0.797785 5.331457 0.005 -0.016 -0.024
H 1.063841 -0.583717 4.190585 -0.017 -0.004 0.000
H -0.491920 0.205493 4.561949 0.021 -0.004 -0.002
H -0.486816 2.558790 5.243311 -0.004 0.012 -0.007
H -2.190791 5.382455 2.504032 0.000 -0.007 -0.002
H 0.492560 2.588187 0.054202 0.013 0.027 -0.141
H -1.822200 7.165343 -2.465403 -0.003 -0.002 -0.002
H -2.555203 6.277045 -4.666974 0.000 0.004 0.004
H -2.856371 3.863039 -5.018728 -0.008 0.000 0.000
H -2.419646 2.239037 -3.187944 0.018 0.045 0.012
H -1.760636 2.270832 -0.330643 0.012 0.051 -0.062
N 3.351914 0.164210 1.324592 -0.227 -0.065 0.070
C 3.941688 -0.194697 2.605478 0.022 0.060 -0.005
C 4.411169 -1.652471 2.607216 -0.020 -0.060 0.002
C 3.321908 -2.649940 3.002730 0.053 0.046 -0.096
N 2.080829 -2.406470 2.279987 -0.099 -0.009 0.119
H 4.009133 0.495644 0.634673 0.078 -0.023 -0.006
H 2.596963 0.832471 1.410257 0.011 -0.029 -0.018
H 3.172188 -0.073690 3.369400 -0.009 0.024 0.015
H 4.771146 0.463683 2.901550 0.033 -0.028 -0.047
H 5.259604 -1.788182 3.285971 -0.021 0.023 0.019
H 4.771080 -1.887616 1.600370 0.000 -0.012 0.000
H 3.117056 -2.543294 4.075934 0.022 0.017 -0.006
H 3.721266 -3.666293 2.865538 -0.013 -0.003 -0.010
H 1.435124 -3.182089 2.357888 0.026 -0.009 -0.038
H 2.236421 -2.223378 1.294931 0.029 0.043 0.047
C -4.344168 -3.018912 -4.149303 -0.013 0.085 -0.055
C -3.584751 -4.296653 -3.847889 0.075 -0.042 0.032
N -2.409696 -4.069904 -3.010806 -0.018 -0.099 0.066
C -2.551644 -4.109329 -1.643779 0.016 0.061 -0.038
C -1.585131 -3.780503 -0.765287 -0.180 -0.128 0.012
C -1.902530 -3.554139 0.701668 0.211 -0.010 -0.321
O -2.269472 -4.467620 1.420554 -0.102 0.047 -0.058
O -1.754022 -2.319570 1.014378 -0.072 0.015 0.490
C -0.274461 -3.438104 -1.253972 -0.492 -0.167 -0.640
O 0.640328 -3.020778 -0.568759 0.779 0.162 0.864
C -0.095868 -3.534740 -2.706357 -0.141 -0.149 -0.084
C 1.171717 -3.282900 -3.219313 0.167 0.055 0.074
C 1.335521 -3.120058 -4.571324 -0.149 -0.225 -0.147
F 2.564109 -2.922495 -5.079572 0.147 0.016 -0.047
C 0.225653 -3.108047 -5.393963 0.142 0.029 -0.031
C -1.032575 -3.437296 -4.920553 -0.165 0.064 0.095
C -1.200755 -3.706282 -3.554489 0.052 0.085 -0.059
N 0.296928 -2.681194 -6.799104 0.062 -0.002 -0.042
C 0.415277 -3.793098 -7.793957 0.074 0.048 0.056
C -0.040931 -3.252669 -9.166913 -0.002 0.002 0.014
N -0.190741 -1.808940 -9.051829 -0.008 -0.029 0.003
C 1.042388 -1.179195 -8.596226 0.032 0.014 0.047
C 1.304419 -1.612329 -7.138181 -0.015 -0.048 -0.018
H -5.205621 -3.222345 -4.787065 0.003 -0.005 0.000
H -3.711633 -2.279595 -4.642635 -0.010 0.005 0.013
H -4.701304 -2.562138 -3.229982 -0.044 0.071 0.056
H -3.260987 -4.803495 -4.759226 0.009 -0.002 -0.007
H -4.220511 -5.004869 -3.316942 -0.015 0.012 0.020
H -3.540851 -4.381708 -1.296170 -0.009 0.030 -0.019
H 2.022417 -3.210152 -2.554331 -0.121 -0.108 -0.060
H -1.881536 -3.401100 -5.590781 -0.003 -0.003 -0.019
H -0.188447 -4.624368 -7.441975 -0.046 0.001 -0.009
H 1.461244 -4.094015 -7.784630 -0.007 -0.031 -0.004
H -1.005813 -3.681125 -9.435900 0.006 -0.013 -0.017
H 0.689118 -3.555349 -9.927746 0.017 0.025 -0.002
H -0.595585 -2.220584 -7.004439 -0.057 -0.074 -0.016
H -0.540026 -1.394765 -9.902427 -0.016 0.003 -0.017
H 0.928736 -0.098006 -8.637005 0.013 0.023 0.034
H 1.903454 -1.450590 -9.219906 -0.012 -0.011 -0.022
H 1.173986 -0.807611 -6.416567 0.010 0.011 -0.052
H 2.292621 -2.034462 -7.005373 -0.013 0.012 -0.023
S -1.827250 -0.230459 -1.699412 0.023 -0.007 -0.065
C -3.415072 0.234394 -1.120167 -0.006 0.005 -0.117
C -4.434134 0.277426 -2.129513 -0.026 -0.057 0.013
N -5.218815 0.297556 -2.973642 0.044 -0.060 -0.019
C -3.707624 0.637913 0.142561 -0.068 -0.025 0.011
S -2.553259 0.766527 1.435955 -0.090 -0.018 0.089
C -5.049312 1.058465 0.443777 -0.028 0.026 0.019
N -6.118945 1.400783 0.697585 0.064 -0.030 0.001
Te 1.969475 -0.353357 -2.312433 0.238 0.451 0.182
C 2.136830 0.905736 -4.000043 -0.298 -0.070 -0.132
C 3.249468 1.713324 -4.253869 0.108 -0.064 -0.071
C 3.326338 2.508463 -5.390487 0.055 -0.024 0.055
C 2.286039 2.538628 -6.310557 -0.049 -0.038 -0.025
C 1.156132 1.766903 -6.063687 0.022 0.090 -0.032
C 1.087841 0.967384 -4.930620 -0.056 0.139 0.167
H 4.071371 1.709253 -3.547739 -0.011 0.003 -0.005
H 4.207341 3.119767 -5.553065 -0.013 -0.002 0.001
H 2.341668 3.174258 -7.185983 -0.002 0.001 0.006
H 0.308577 1.817227 -6.741519 -0.017 -0.002 0.008
H 0.181234 0.411165 -4.711349 -0.043 -0.023 -0.033
```
Positions in Å, forces in eV/Å.

***

DFT (the ωB97M-V functional and the def2-TZVPD basis) results for C3H8N2O in the gas phase.

Values from the calculation:
Max |F|: 0.45 eV Å⁻¹
E_HOMO: -6.92 eV
Energy above the lowest of the compared OMol25 structures with the same formula, charge and spin: 347.9 kJ/mol
DFT total energy: -8265.72072 eV
Kohn-Sham gap: 7.277 eV
LUMO level: 0.0132 Ha

Geometry as XYZ:
```
14
Properties=species:S:1:pos:R:3:forces:R:3
C -0.031253 -2.439495 -0.802593 -0.264 0.353 -0.107
N 0.728565 -1.314060 -0.001756 0.191 0.009 0.124
C 0.453667 0.110900 -0.284155 -0.018 0.175 -0.285
O 0.835806 0.595054 -1.320757 -0.022 -0.181 0.374
N -0.201677 0.768914 0.699063 0.022 -0.174 -0.076
C -0.577331 2.159826 0.511763 -0.025 0.132 -0.033
H -1.086361 -2.251695 -0.533614 0.123 0.001 0.011
H 1.708345 -1.461346 -0.235173 -0.022 0.011 -0.038
H 0.076254 -2.075011 -1.839117 0.006 -0.153 0.196
H 0.629834 -1.536602 0.987567 -0.002 0.017 -0.115
H -0.619087 0.256247 1.457424 0.023 -0.042 -0.057
H -1.537401 2.259631 -0.001625 0.075 -0.032 0.033
H -0.631118 2.659035 1.480189 0.002 -0.095 -0.079
H 0.190799 2.638595 -0.094499 -0.090 -0.022 0.053
```
Positions in Å, forces in eV/Å.

***

DFT (the ωB97M-V functional and the def2-TZVPD basis) results for C5H9B in the gas phase in a non-equilibrium geometry.

Values from the calculation:
Max |F|: 4.84 eV Å⁻¹
SMILES: C=C[C@@H]1CB1C
E_HOMO: -8.58 eV
Energy above the lowest of the compared OMol25 structures with the same formula, charge and spin: 195.5 kJ/mol
DFT total energy: -6004.40093 eV
Kohn-Sham gap: 9.231 eV
LUMO level: 0.0239 Ha

Geometry as XYZ:
```
15
Properties=species:S:1:pos:R:3:forces:R:3
B 0.856237 0.401235 0.380747 1.207 1.399 0.989
C -0.537452 -0.006832 0.642811 -1.899 -0.830 1.356
C -1.010223 -0.685752 -0.579954 -2.466 -0.860 3.807
C -0.264340 1.476205 0.604423 1.809 0.092 -4.490
C -1.982485 -1.585644 -0.445018 -0.272 -0.381 0.458
C 2.273090 0.218848 -0.232284 -0.225 -1.061 2.266
H -1.070555 -0.221169 1.598616 0.745 -0.529 -0.934
H -0.532396 -0.387916 -1.426015 0.998 0.306 -2.798
H -0.442749 2.056683 -0.357770 -0.154 -0.574 1.310
H -0.320826 2.031590 1.459767 -0.381 1.146 2.152
H -2.501080 -1.825106 0.525382 0.891 0.540 -0.984
H -2.308335 -2.194112 -1.252752 -0.284 -0.302 -0.753
H 3.011311 0.476192 0.583423 -0.639 -0.418 -0.637
H 2.347894 1.034642 -0.881991 0.539 0.901 -1.622
H 2.481911 -0.788866 -0.619386 0.130 0.572 -0.118
```
Positions in Å, forces in eV/Å.

***

Question: The lowest DFT total energy belongs to which entry?
Answer: C43H44BrFN9O5S2SnTe

***

Question: Which value of DFT total energy does entry 2 give?
Answer: -11707.90416 eV

***

Question: Among the records above, which one has the lowest energy above the lowest of the compared OMol25 structures with the same formula, charge and spin?
Answer: C43H44BrFN9O5S2SnTe

***

Question: The highest max |F| belongs to which entry?
Answer: C5H9B